1.
Here is a molecular structure, C42H38BrN5O4S2SbTl from OMol25. Energies are from ωB97M-V with the def2-TZVPD basis set.

The geometry in XYZ format:
```
94
Properties=species:S:1:pos:R:3:forces:R:3:lowdin_charge:R:1
Tl 0.096 0.244 -1.451 0.0108 0.1412 0.1409 0.84
C -0.151 -3.231 -0.327 -0.0428 0.0179 0.0180 -0.03
C -1.226 -2.345 0.235 0.0066 -0.1410 -0.1194 -0.35
N -0.898 -1.503 1.134 0.0659 0.0980 0.0771 0.03
N -1.961 -0.764 1.630 -0.1036 0.0319 0.0421 -0.07
C -1.756 0.483 1.829 0.0764 -0.0019 0.2130 -1.13
S -0.362 1.477 1.590 -0.1045 -0.1379 -0.1271 0.43
S -3.162 1.344 2.566 0.0517 0.0935 -0.1403 0.84
C -4.546 0.563 1.705 -0.0897 -0.0155 0.0528 -0.44
C -4.886 1.128 0.343 -0.0263 0.0697 0.0382 -0.27
C -6.170 0.925 -0.164 -0.0230 0.0932 0.0113 -0.08
C -6.523 1.388 -1.421 -0.0418 0.0099 0.0282 -0.13
C -5.586 2.057 -2.201 0.0181 0.0040 0.0109 -0.12
C -4.306 2.258 -1.707 -0.0251 0.0266 -0.0161 -0.08
C -3.959 1.801 -0.442 -0.0163 0.0004 0.0365 -0.05
C -2.594 -2.459 -0.334 -0.0450 -0.0687 -0.0306 -0.15
C -3.338 -3.612 -0.131 0.0304 0.0057 0.0053 -0.08
C -4.625 -3.759 -0.638 0.0160 0.0600 -0.0450 -0.14
C -5.163 -2.702 -1.373 0.0067 -0.0440 0.0307 -0.12
C -4.436 -1.550 -1.606 0.1060 0.0803 0.0029 -0.05
C -3.105 -1.380 -1.122 -0.1050 -0.1139 0.1318 -0.42
O -2.417 -0.335 -1.389 0.1532 -0.0631 -0.2003 -0.24
H 0.757 -3.157 0.271 0.0118 0.0189 -0.0029 0.07
H 0.076 -2.932 -1.357 -0.0188 0.0020 0.0127 0.06
H -0.493 -4.269 -0.370 0.0107 -0.0024 0.0160 0.07
H -5.405 0.676 2.372 -0.0252 -0.0273 -0.0276 0.06
H -4.326 -0.503 1.626 0.0548 -0.0213 -0.0237 0.07
H -6.896 0.388 0.437 0.0004 -0.0082 -0.0023 0.11
H -7.526 1.219 -1.798 0.0000 -0.0007 -0.0018 0.09
H -5.851 2.412 -3.190 -0.0020 0.0038 -0.0009 0.09
H -3.557 2.755 -2.313 0.0038 0.0085 0.0147 0.11
H -2.952 1.950 -0.073 -0.0475 0.0264 -0.0162 0.08
H -2.899 -4.415 0.456 -0.0043 0.0070 0.0042 0.10
H -5.194 -4.663 -0.457 -0.0024 0.0045 0.0026 0.07
H -6.174 -2.777 -1.763 0.0038 0.0005 -0.0060 0.09
H -4.871 -0.717 -2.152 0.0120 -0.0630 0.0060 0.10
Br 3.310 -1.716 -2.702 0.0059 0.0430 0.0340 0.69
C 3.228 -0.145 -3.796 0.0090 0.0287 -0.0145 -0.73
C 4.217 0.046 -4.747 -0.0093 0.0033 -0.0038 -0.13
C 4.120 1.197 -5.515 -0.0072 0.0037 0.0000 -0.08
C 3.064 2.068 -5.307 0.0003 -0.0103 -0.0081 -0.01
C 2.122 1.766 -4.330 -0.0022 -0.0066 0.0126 -0.16
N 2.229 0.668 -3.579 0.0314 -0.0513 0.0115 0.06
C 0.906 2.694 -4.114 0.0176 0.1269 -0.0219 -0.65
O 0.920 3.732 -4.792 -0.0038 -0.0525 0.0531 -0.02
O 0.036 2.290 -3.301 0.0534 -0.0421 -0.0521 -0.17
H 5.014 -0.672 -4.873 -0.0019 0.0029 0.0008 0.09
H 4.866 1.404 -6.273 -0.0048 0.0010 0.0019 0.10
H 2.926 2.977 -5.875 0.0049 -0.0035 0.0007 0.11
C 6.739 -1.209 4.196 -0.0185 -0.0045 -0.0016 -0.13
C 5.682 -2.112 4.211 0.0161 0.0166 -0.0065 -0.12
C 4.487 -1.789 3.582 -0.0194 0.0022 -0.0047 -0.15
C 4.304 -0.567 2.929 -0.0126 -0.0449 -0.0479 -0.37
C 5.379 0.320 2.922 0.0141 0.0041 -0.0025 -0.13
C 6.583 0.007 3.547 -0.0012 -0.0037 -0.0069 -0.11
Sb 2.321 -0.196 2.005 0.0656 -0.0055 0.0198 1.41
C 2.867 1.827 1.548 -0.0101 0.0048 -0.0023 -0.45
C 3.573 2.014 0.361 0.0045 0.0721 -0.0030 -0.15
C 3.933 3.287 -0.067 -0.0106 -0.0341 -0.0228 -0.09
C 3.590 4.393 0.696 -0.0177 0.0017 0.0210 -0.11
C 2.884 4.219 1.879 0.0063 0.0086 -0.0169 -0.09
C 2.521 2.947 2.300 -0.0278 -0.0214 0.0046 -0.16
C 1.513 -0.033 3.986 -0.0060 0.0429 0.0370 -0.40
C 0.322 -0.700 4.264 -0.1064 0.0376 -0.0299 -0.15
C -0.235 -0.649 5.536 -0.0116 -0.0051 -0.0305 -0.09
C 0.389 0.074 6.543 0.0421 0.0260 -0.0100 -0.12
C 1.580 0.737 6.276 -0.0416 -0.0106 0.0347 -0.11
C 2.140 0.677 5.007 0.0680 -0.0759 -0.0199 -0.14
H 7.675 -1.454 4.686 -0.0017 0.0003 -0.0012 0.09
H 5.788 -3.066 4.716 -0.0006 0.0036 -0.0014 0.09
H 3.671 -2.506 3.614 0.0054 0.0091 -0.0038 0.09
H 5.280 1.280 2.425 -0.0039 -0.0053 0.0150 0.08
H 7.400 0.720 3.529 0.0003 -0.0020 -0.0002 0.09
H 3.834 1.159 -0.255 -0.0012 -0.0392 -0.0416 0.09
H 4.454 3.412 -1.008 0.0044 -0.0015 0.0109 0.10
H 3.845 5.389 0.354 0.0106 0.0033 0.0083 0.09
H 2.588 5.082 2.465 0.0012 -0.0046 -0.0008 0.09
H 1.924 2.832 3.197 0.0185 -0.0228 0.0090 0.08
H -0.196 -1.228 3.470 0.0524 0.0116 0.0650 0.07
H -1.173 -1.156 5.730 0.0075 -0.0009 -0.0079 0.10
H -0.054 0.127 7.531 0.0017 -0.0038 0.0056 0.09
H 2.075 1.303 7.058 0.0006 0.0022 -0.0005 0.09
H 3.085 1.175 4.818 -0.0092 0.0201 -0.0132 0.09
C -2.167 -3.327 -3.759 -0.0172 -0.0348 0.0665 -0.07
N -2.431 -1.960 -4.159 0.0818 0.0159 -0.0920 0.02
C -1.409 -1.041 -4.163 -0.0655 0.0384 0.1142 -0.66
N -1.807 0.266 -4.291 -0.0782 -0.0163 -0.1157 0.17
O -0.227 -1.370 -4.109 0.0818 -0.0912 -0.1369 -0.04
H -2.659 -4.029 -4.437 -0.0014 0.0051 -0.0060 0.07
H -2.509 -3.518 -2.738 -0.0005 -0.0085 -0.0636 0.06
H -1.092 -3.486 -3.807 0.0056 -0.0076 -0.0148 0.08
H -3.334 -1.601 -3.890 -0.0027 0.0074 0.0245 0.10
H -2.644 0.502 -3.775 -0.0092 -0.0160 0.0415 0.08
H -1.063 0.945 -4.133 -0.0233 -0.0113 0.0779 0.05
```
Forces are in eV/Å.

The HOMO energy is -2.3 eV. The value obtained for the gap between HOMO and LUMO is 6.293 eV. The LUMO energy is 0.1484 hartree. The total energy is -162759.0368 eV. Its charge is -2. For the relative energy (zero: lowest compared OMol25 entry of this formula, charge and spin), the calculation gives 61.9 kJ/mol.


2.
Here is a molecular structure, C13H8I2N3O3S4Ta in a non-equilibrium geometry from OMol25. Energies are from ωB97M-V with the def2-TZVPD basis set.

The geometry in XYZ format:
```
34
Properties=species:S:1:pos:R:3:forces:R:3:nbo_charge:R:1
Ta -0.392 -0.024 -0.884 4.0342 0.5162 -1.7725 1.80
I -1.861 -4.616 -0.306 0.0505 0.0262 0.2831 0.27
C -1.174 -3.501 1.317 0.0351 0.2693 -0.9276 -0.16
C -1.129 -4.019 2.622 0.0774 0.0063 0.3397 -0.26
C -0.646 -3.267 3.666 -0.0549 -0.2293 0.1675 -0.10
I -0.606 -4.124 5.572 0.0074 0.1042 -0.2185 0.27
C -0.193 -1.933 3.454 -0.0035 0.0767 -0.2048 -0.13
C 0.347 -1.072 4.428 0.0217 0.1167 0.0249 -0.06
C 0.741 0.195 4.076 -0.0180 -0.0498 0.0817 -0.26
C 0.570 0.632 2.758 -0.0549 0.0304 -0.0692 0.11
N 0.065 -0.140 1.812 -0.1826 0.2425 -0.7741 -0.53
C -0.279 -1.414 2.147 0.0295 0.0308 -0.0215 0.12
C -0.737 -2.223 1.089 -0.1549 -0.5908 1.3292 0.24
O -0.710 -1.589 -0.098 -1.1191 -1.7229 0.1600 -0.68
H -1.473 -5.028 2.801 -0.0060 -0.0005 -0.0351 0.26
H 0.449 -1.414 5.450 0.0101 -0.0071 -0.0042 0.26
H 1.170 0.866 4.807 -0.0101 0.0115 -0.0119 0.26
H 0.850 1.638 2.471 0.0078 0.0015 0.0165 0.21
O 3.457 2.074 -5.749 0.0115 0.0097 0.0082 -0.45
C 2.886 1.485 -4.901 -0.0343 -0.0430 -0.0593 0.23
S 3.412 1.453 -3.183 -0.1013 -0.0528 0.1071 0.43
C 2.103 0.467 -2.613 -0.0090 0.0473 0.0826 -0.41
C 1.165 0.039 -3.542 -0.1300 0.0267 -0.0289 -0.41
S -0.161 -0.991 -3.152 -0.3843 0.4461 1.0393 0.11
S 1.395 0.520 -5.193 -0.0316 -0.0005 0.1181 0.43
S 2.066 0.018 -0.948 -1.3469 0.0381 0.1803 0.13
N -0.705 4.055 -1.793 -0.0021 0.0216 0.0501 -0.74
C -1.237 2.874 -2.044 -0.0527 0.2945 -0.2436 0.83
N -2.288 2.757 -2.839 0.0411 0.0122 0.1051 -0.74
O -0.699 1.818 -1.524 -0.6925 0.5471 0.2811 -0.78
H -1.103 4.903 -2.167 0.0140 0.0213 -0.0310 0.44
H 0.112 4.145 -1.211 0.0085 -0.1182 0.0371 0.44
H -2.709 3.561 -3.277 -0.0163 0.0160 -0.0171 0.44
H -2.690 1.857 -3.043 0.0559 -0.0979 0.0077 0.44
```
Forces are in eV/Å.

The HOMO energy (spin up / spin down) is -13.7 / -13.7 eV. The value obtained for the gap between HOMO and LUMO (spin up / spin down) is 5.165 / 6.129 eV. The LUMO energy (spin up / spin down) is -0.3146 / -0.2793 hartree. The total energy is -85305.2171 eV. Its charge is +2. For the relative energy (zero: lowest compared OMol25 entry of this formula, charge and spin), the calculation gives 185.5 kJ/mol.


3.
Here is 2 unconnected molecules or ions with the total composition C6H14 in a non-equilibrium geometry from OMol25. Energies are from ωB97M-V with the def2-TZVPD basis set.

The geometry in XYZ format:
```
20
Properties=species:S:1:pos:R:3:forces:R:3:nbo_charge:R:1
C 2.831 -0.235 -0.332 1.1696 2.7449 -0.7718 -0.50
C 1.563 0.530 -0.498 -1.3805 -1.4205 -1.2307 -0.49
C 0.340 0.077 0.358 2.1873 2.0531 0.2596 -0.14
C -0.850 1.023 0.265 -1.3013 -2.6073 -0.4448 -0.49
C -2.059 0.186 -0.366 1.3002 -0.3943 -0.3246 -0.37
C -2.253 -1.158 0.433 0.8716 2.7798 -0.4785 -0.62
H 3.709 0.270 0.094 -0.6098 0.0769 0.5393 0.22
H 2.592 -1.114 0.419 0.3031 -0.8715 0.1641 0.08
H 3.215 -0.539 -1.292 -0.0899 -0.9596 -0.2092 0.22
H 1.672 1.588 -0.221 0.3675 -0.2400 0.3881 0.27
H 1.263 0.519 -1.565 -0.0204 0.2000 0.4405 0.19
H 0.760 0.017 1.353 -0.4097 -0.5625 0.6721 0.16
H 2.847 -1.994 0.778 -0.8068 -0.2774 0.1514 0.02
H -0.495 1.752 -0.482 -0.9614 0.5853 0.9790 0.23
H -1.227 1.228 1.282 0.6296 1.1611 -0.4769 0.22
H -2.954 0.770 -0.618 0.2535 -0.1004 0.3477 0.20
H -1.566 -0.137 -1.286 -0.6324 0.0049 -0.5028 0.18
H -2.875 -1.826 -0.151 -0.1079 -0.3162 0.5554 0.22
H -2.519 -0.890 1.463 -0.5862 -0.6298 -0.1961 0.20
H -1.190 -1.404 0.463 -0.1760 -1.2267 0.1382 0.23
```
Forces are in eV/Å.

The HOMO energy is -6.6 eV. The value obtained for the gap between HOMO and LUMO is 4.916 eV. The LUMO energy is -0.0614 hartree. The total energy is -6441.0639 eV. For the relative energy (zero: lowest compared OMol25 entry of this formula, charge and spin), the calculation gives 805.2 kJ/mol.


- Among the records above, which one has the highest total energy?
  C6H14


- What is the relative energy (zero: lowest compared OMol25 entry of this formula, charge and spin) in the second record?
  185.5 kJ/mol


- Number 2 is which compound?
  C13H8I2N3O3S4Ta


- The highest relative energy (zero: lowest compared OMol25 entry of this formula, charge and spin) belongs to which entry?
  C6H14